A cluster of 10 separate species, C72H166N10O4 in total at a distorted geometry, computed with ωB97M-V/def2-TZVPD.

For the gap between HOMO and LUMO, the calculation gives 8.818 eV. As for the highest occupied orbital energy: -8.22 eV.

Bonds (Å) are listed after each position.
Element x y z (Å)
1 C -2.47 -2.43 0.47  C2 1.532, H12 1.084, H13 1.129, H14 1.096
2 C -1.32 -1.43 0.58  C1 1.532, C3 1.571, C4 1.514, N10 1.453
3 C -1.12 -1.30 2.13  C2 1.571, H15 1.082, H16 1.072, H17 1.062
4 C -0.09 -2.01 -0.10  C2 1.514, C5 1.502, H18 1.097, H19 1.057
5 C 1.07 -1.07 -0.22  C4 1.502, C6 1.515, H20 1.081, H21 1.127
6 C 0.55 0.12 -0.99  C5 1.515, C7 1.499, H22 1.114, H23 1.095
7 C -0.59 0.83 -0.32  C6 1.499, C8 1.570, C9 1.529, N10 1.528
8 C -0.10 1.60 0.96  C7 1.570, H24 1.059, H25 1.062, H26 1.105
9 C -1.17 1.89 -1.25  C7 1.529, H27 1.119, H28 1.100, H29 1.128
10 N -1.68 -0.22 -0.13  C2 1.453, C7 1.528, O11 1.452
11 O -2.81 0.36 0.58  N10 1.452, H30 0.992
12 H -3.29 -2.10 1.09  C1 1.084
13 H -2.80 -2.53 -0.61  C1 1.129
14 H -2.17 -3.43 0.80  C1 1.096
15 H -0.14 -0.87 2.28  C3 1.082
16 H -1.92 -0.69 2.51  C3 1.072
17 H -1.11 -2.30 2.51  C3 1.062
18 H 0.27 -2.90 0.43  C4 1.097
19 H -0.34 -2.32 -1.08  C4 1.057
20 H 1.49 -0.83 0.75  C5 1.081
21 H 1.92 -1.45 -0.85  C5 1.127
22 H 0.21 -0.20 -2.01  C6 1.114
23 H 1.31 0.89 -1.15  C6 1.095
24 H -0.94 2.02 1.45  C8 1.059
25 H 0.49 2.40 0.58  C8 1.062
26 H 0.64 1.03 1.56  C8 1.105
27 H -2.00 2.28 -0.61  C9 1.119
28 H -1.62 1.46 -2.16  C9 1.100
29 H -0.45 2.70 -1.54  C9 1.128
30 H -3.47 0.54 -0.14  O11 0.992
31 C -0.76 0.30 -6.47  C32 1.568, H42 1.103, H43 1.118, H44 1.116
32 C -0.03 1.61 -6.91  C31 1.568, C33 1.618, C34 1.626, N40 1.466
33 C -0.51 1.95 -8.42  C32 1.618, H45 1.114, H46 1.119, H47 1.104
34 C -0.72 2.74 -5.97  C32 1.626, C35 1.460, H48 1.101, H49 1.109
35 C -0.22 2.83 -4.60  C34 1.460, C36 1.617, H50 1.117, H51 1.106
36 C 1.39 2.98 -4.68  C35 1.617, C37 1.558, H52 1.065, H53 1.114
37 C 2.04 1.80 -5.46  C36 1.558, C38 1.584, C39 1.508, N40 1.425
38 C 3.58 2.15 -5.61  C37 1.584, H54 1.104, H55 1.099, H56 1.066
39 C 1.94 0.53 -4.66  C37 1.508, H57 1.099, H58 1.093, H59 1.075
40 N 1.43 1.66 -6.74  C32 1.466, C37 1.425, O41 1.385
41 O 1.89 0.52 -7.36  N40 1.385, H60 0.985
42 H -1.71 0.26 -7.04  C31 1.103
43 H -0.22 -0.62 -6.80  C31 1.118
44 H -0.97 0.26 -5.37  C31 1.116
45 H -0.15 1.15 -9.09  C33 1.114
46 H -1.62 1.87 -8.37  C33 1.119
47 H -0.28 2.95 -8.83  C33 1.104
48 H -0.66 3.73 -6.44  C34 1.101
49 H -1.80 2.51 -5.96  C34 1.109
50 H -0.65 3.69 -4.01  C35 1.117
51 H -0.44 1.93 -4.00  C35 1.106
52 H 1.74 2.97 -3.68  C36 1.065
53 H 1.58 3.97 -5.14  C36 1.114
54 H 3.74 3.15 -6.05  C38 1.104
55 H 4.14 1.41 -6.19  C38 1.099
56 H 4.07 2.17 -4.66  C38 1.066
57 H 2.39 -0.32 -5.20  C39 1.099
58 H 0.86 0.37 -4.58  C39 1.093
59 H 2.24 0.66 -3.64  C39 1.075
60 H 2.26 0.83 -8.22  O41 0.985
61 C 5.16 2.14 1.24  C62 1.577, H72 1.105, H73 1.140, H74 1.074
62 C 5.59 0.70 0.75  C61 1.577, C63 1.565, C64 1.540, N70 1.472
63 C 5.81 -0.25 1.97  C62 1.565, H75 1.122, H76 1.071, H77 1.078
64 C 4.43 0.08 -0.05  C62 1.540, C65 1.544, H78 1.072, H79 1.109
65 C 4.26 0.60 -1.49  C64 1.544, C66 1.526, H80 1.096, H81 1.120
66 C 5.62 0.43 -2.16  C65 1.526, C67 1.559, H82 1.124, H83 1.107
67 C 6.75 1.24 -1.46  C66 1.559, C68 1.532, C69 1.565, N70 1.495
68 C 8.05 0.86 -2.17  C67 1.532, H84 1.101, H85 1.127, H86 1.089
69 C 6.43 2.77 -1.61  C67 1.565, H87 1.080, H88 1.109, H89 1.085
70 N 6.81 0.69 -0.07  C62 1.472, C67 1.495, O71 1.395
71 O 7.81 1.32 0.68  N70 1.395, H90 0.993
72 H 4.60 2.81 0.56  C61 1.105
73 H 4.37 1.92 2.02  C61 1.140
74 H 5.98 2.65 1.71  C61 1.074
75 H 6.63 0.15 2.63  C63 1.122
76 H 5.01 -0.25 2.68  C63 1.071
77 H 6.03 -1.25 1.63  C63 1.078
78 H 4.65 -0.96 -0.17  C64 1.072
79 H 3.48 0.18 0.51  C64 1.109
80 H 3.50 0.03 -2.05  C65 1.096
81 H 3.87 1.65 -1.47  C65 1.120
82 H 5.63 0.64 -3.26  C66 1.124
83 H 5.86 -0.65 -2.13  C66 1.107
84 H 8.96 1.31 -1.73  C68 1.101
85 H 8.01 1.12 -3.27  C68 1.127
86 H 8.13 -0.23 -2.14  C68 1.089
87 H 5.39 2.99 -1.50  C69 1.080
88 H 6.80 3.05 -2.62  C69 1.109
89 H 7.00 3.30 -0.86  C69 1.085
90 H 8.49 0.60 0.70  O71 0.993
91 C -6.25 -2.07 1.61  C92 1.579, H102 1.095, H103 1.075, H104 1.086
92 C -6.62 -2.50 3.08  C91 1.579, C93 1.602, C94 1.558, N100 1.478
93 C -7.93 -3.43 2.97  C92 1.602, H105 1.076, H106 1.130, H107 1.129
94 C -5.44 -3.31 3.69  C92 1.558, C95 1.531, H108 1.057, H109 1.081
95 C -4.27 -2.43 4.14  C94 1.531, C96 1.503, H110 1.093, H111 1.087
96 C -4.81 -1.52 5.21  C95 1.503, C97 1.533, H112 1.095, H113 1.097
97 C -5.84 -0.54 4.64  C96 1.533, C98 1.574, C99 1.548, N100 1.500
98 C -6.50 0.15 5.88  C97 1.574, H114 1.118, H115 1.044, H116 1.128
99 C -5.22 0.56 3.74  C97 1.548, H117 1.103, H118 1.079, H119 1.095
100 N -6.90 -1.39 4.01  C92 1.478, C97 1.500, O101 1.463
101 O -7.80 -0.45 3.34  N100 1.463, H120 0.961
102 H -6.16 -2.97 0.98  C91 1.095
103 H -7.00 -1.35 1.35  C91 1.075
104 H -5.26 -1.64 1.59  C91 1.086
105 H -8.14 -3.81 3.95  C93 1.076
106 H -8.77 -2.75 2.64  C93 1.130
107 H -7.75 -4.27 2.25  C93 1.129
108 H -5.65 -3.82 4.59  C94 1.057
109 H -5.14 -4.10 3.01  C94 1.081
110 H -3.51 -3.11 4.54  C95 1.093
111 H -3.93 -1.83 3.31  C95 1.087
112 H -4.03 -0.92 5.68  C96 1.095
113 H -5.17 -2.13 6.05  C96 1.097
114 H -5.78 0.51 6.66  C98 1.118
115 H -7.22 -0.45 6.34  C98 1.044
116 H -7.05 1.10 5.62  C98 1.128
117 H -6.00 1.22 3.33  C99 1.103
118 H -4.67 0.18 2.89  C99 1.079
119 H -4.56 1.14 4.41  C99 1.095
120 H -8.56 -0.47 3.94  O101 0.961
121 C -1.43 2.33 4.20  C122 1.546, H128 1.099, H129 1.118, H130 1.093
122 C -1.58 3.03 5.57  C121 1.546, N123 1.510, H131 1.150, H132 1.106
123 N -0.88 2.46 6.78  C122 1.510, C124 1.450, C126 1.473
124 C 0.56 2.39 6.65  N123 1.450, C125 1.572, H133 1.091, H134 1.099
125 C 1.22 2.74 8.03  C124 1.572, H135 1.095, H136 1.076, H137 1.082
126 C -1.53 1.20 7.17  N123 1.473, C127 1.579, H138 1.120, H139 1.091
127 C -2.91 1.41 7.90  C126 1.579, H140 1.099, H141 1.094, H142 1.086
128 H -0.34 2.33 4.07  C121 1.099
129 H -1.79 2.99 3.38  C121 1.118
130 H -1.87 1.33 4.18  C121 1.093
131 H -1.23 4.13 5.51  C122 1.150
132 H -2.66 3.09 5.82  C122 1.106
133 H 0.96 1.48 6.20  C124 1.091
134 H 0.89 3.18 5.97  C124 1.099
135 H 0.74 3.63 8.46  C125 1.095
136 H 1.10 2.03 8.83  C125 1.076
137 H 2.30 2.83 7.96  C125 1.082
138 H -0.78 0.61 7.77  C126 1.120
139 H -1.77 0.55 6.32  C126 1.091
140 H -2.86 2.37 8.44  C127 1.099
141 H -3.18 0.59 8.56  C127 1.094
142 H -3.66 1.48 7.12  C127 1.086
143 C 1.47 -6.36 -0.73  C144 1.539, H150 1.089, H151 1.084, H152 1.101
144 C 2.20 -5.03 -0.50  C143 1.539, N145 1.482, H153 1.125, H154 1.083
145 N 3.08 -4.54 -1.59  C144 1.482, C146 1.512, C148 1.434
146 C 4.12 -3.59 -1.05  N145 1.512, C147 1.505, H155 1.079, H156 1.101
147 C 5.18 -4.32 -0.27  C146 1.505, H157 1.106, H158 1.062, H159 1.063
148 C 2.36 -3.91 -2.66  N145 1.434, C149 1.503, H160 1.073, H161 1.118
149 C 3.02 -4.02 -4.01  C148 1.503, H162 1.085, H163 1.119, H164 1.096
150 H 0.75 -6.62 0.05  C143 1.089
151 H 2.17 -7.18 -0.87  C143 1.084
152 H 0.89 -6.32 -1.66  C143 1.101
153 H 1.45 -4.20 -0.38  C144 1.125
154 H 2.82 -5.13 0.38  C144 1.083
155 H 4.50 -3.10 -1.93  C146 1.079
156 H 3.54 -2.90 -0.41  C146 1.101
157 H 5.91 -3.63 0.20  C147 1.106
158 H 4.79 -4.92 0.51  C147 1.062
159 H 5.67 -4.97 -0.94  C147 1.063
160 H 2.06 -2.92 -2.40  C148 1.073
161 H 1.40 -4.47 -2.81  C148 1.118
162 H 2.98 -5.05 -4.35  C149 1.085
163 H 4.07 -3.64 -4.00  C149 1.119
164 H 2.44 -3.41 -4.71  C149 1.096
165 C -0.27 -6.68 -4.83  C166 1.523, H172 1.070, H173 1.097, H174 1.084
166 C -0.97 -5.33 -4.97  C165 1.523, N167 1.480, H175 1.108, H176 1.098
167 N -1.64 -4.95 -3.71  C166 1.480, C168 1.435, C170 1.414
168 C -2.59 -5.92 -3.25  N167 1.435, C169 1.559, H177 1.125, H178 1.110
169 C -2.67 -6.00 -1.69  C168 1.559, H179 1.066, H180 1.097, H181 1.065
170 C -2.21 -3.66 -3.83  N167 1.414, C171 1.536, H182 1.110, H183 1.152
171 C -1.08 -2.65 -4.04  C170 1.536, H184 1.076, H185 1.134, H186 1.038
172 H -0.70 -7.26 -5.62  C165 1.070
173 H -0.51 -7.24 -3.92  C165 1.097
174 H 0.81 -6.68 -4.88  C165 1.084
175 H -0.26 -4.51 -5.21  C166 1.108
176 H -1.70 -5.37 -5.79  C166 1.098
177 H -3.64 -5.80 -3.64  C168 1.125
178 H -2.31 -6.96 -3.53  C168 1.110
179 H -1.80 -6.50 -1.33  C169 1.066
180 H -2.70 -5.03 -1.18  C169 1.097
181 H -3.52 -6.58 -1.43  C169 1.065
182 H -2.64 -3.38 -2.84  C170 1.110
183 H -3.09 -3.51 -4.55  C170 1.152
184 H -0.11 -2.92 -3.67  C171 1.076
185 H -1.23 -1.61 -3.62  C171 1.134
186 H -0.92 -2.59 -5.07  C171 1.038
187 C 2.79 4.99 1.58  C188 1.490, H194 1.098, H195 1.094, H196 1.062
188 C 3.40 5.78 0.47  C187 1.490, N189 1.465, H197 1.130, H198 1.076
189 N 3.02 5.23 -0.83  C188 1.465, C190 1.446, C192 1.470
190 C 1.63 4.87 -1.00  N189 1.446, C191 1.536, H199 1.108, H200 1.061
191 C 0.58 5.98 -1.05  C190 1.536, H201 1.108, H202 1.110, H203 1.110
192 C 3.54 6.12 -1.88  N189 1.470, C193 1.537, H204 1.103, H205 1.106
193 C 3.33 5.65 -3.33  C192 1.537, H206 1.069, H207 1.066, H208 1.076
194 H 1.70 5.05 1.53  C187 1.098
195 H 3.09 5.36 2.56  C187 1.094
196 H 3.04 3.96 1.57  C187 1.062
197 H 3.02 6.82 0.69  C188 1.130
198 H 4.48 5.72 0.51  C188 1.076
199 H 1.55 4.38 -2.00  C190 1.108
200 H 1.47 4.14 -0.25  C190 1.061
201 H 0.44 6.54 -0.10  C191 1.108
202 H 0.73 6.71 -1.88  C191 1.110
203 H -0.36 5.40 -1.16  C191 1.110
204 H 4.61 6.28 -1.70  C192 1.103
205 H 3.09 7.12 -1.76  C192 1.106
206 H 3.76 4.69 -3.55  C193 1.069
207 H 3.86 6.34 -3.95  C193 1.066
208 H 2.29 5.67 -3.59  C193 1.076
209 C -4.60 3.78 -0.84  C210 1.517, H216 1.101, H217 1.099, H218 1.099
210 C -4.78 2.71 -1.90  C209 1.517, N211 1.453, H219 1.125, H220 1.086
211 N -5.11 1.39 -1.39  C210 1.453, C212 1.475, C214 1.504
212 C -5.25 0.34 -2.42  N211 1.475, C213 1.509, H221 1.073, H222 1.084
213 C -3.94 -0.15 -2.99  C212 1.509, H223 1.099, H224 1.085, H225 1.110
214 C -6.25 1.37 -0.42  N211 1.504, C215 1.545, H226 1.105, H227 1.088
215 C -7.56 1.90 -1.04  C214 1.545, H228 1.114, H229 1.074, H230 1.130
216 H -5.50 4.10 -0.30  C209 1.101
217 H -4.16 4.68 -1.30  C209 1.099
218 H -3.85 3.43 -0.11  C209 1.099
219 H -5.46 3.15 -2.68  C210 1.125
220 H -3.82 2.58 -2.39  C210 1.086
221 H -5.80 -0.41 -1.88  C212 1.073
222 H -5.92 0.67 -3.20  C212 1.084
223 H -4.10 -0.94 -3.73  C213 1.099
224 H -3.41 0.67 -3.47  C213 1.085
225 H -3.26 -0.43 -2.15  C213 1.110
226 H -5.99 1.93 0.50  C214 1.105
227 H -6.40 0.33 -0.12  C214 1.088
228 H -7.94 1.26 -1.86  C215 1.114
229 H -7.40 2.93 -1.32  C215 1.074
230 H -8.42 1.91 -0.31  C215 1.130
231 C 3.44 1.25 4.58  C232 1.512, H238 1.085, H239 1.063, H240 1.072
232 C 2.68 0.11 3.94  C231 1.512, N233 1.488, H241 1.142, H242 1.074
233 N 3.10 -1.20 4.52  C232 1.488, C234 1.490, C236 1.510
234 C 2.64 -1.31 5.93  N233 1.490, C235 1.531, H243 1.154, H244 1.109
235 C 1.12 -1.28 6.15  C234 1.531, H245 1.096, H246 1.119, H247 1.063
236 C 2.37 -2.25 3.71  N233 1.510, C237 1.471, H248 1.098, H249 1.075
237 C 3.10 -2.61 2.48  C236 1.471, H250 1.084, H251 1.130, H252 1.093
238 H 4.51 1.07 4.62  C231 1.085
239 H 3.14 1.41 5.59  C231 1.063
240 H 3.35 2.17 4.04  C231 1.072
241 H 1.57 0.24 4.16  C232 1.142
242 H 2.79 -0.02 2.88  C232 1.074
243 H 3.03 -2.30 6.37  C234 1.154
244 H 3.00 -0.46 6.53  C234 1.109
245 H 0.98 -1.57 7.20  C235 1.096
246 H 0.56 -0.32 6.03  C235 1.119
247 H 0.63 -1.96 5.51  C235 1.063
248 H 1.33 -1.92 3.57  C236 1.098
249 H 2.21 -3.07 4.38  C236 1.075
250 H 4.09 -3.00 2.67  C237 1.084
251 H 3.22 -1.79 1.72  C237 1.130
252 H 2.48 -3.38 2.01  C237 1.093

Here are the Löwdin charges for atoms 1 to 8, given in e: -0.028 -0.500 0.000 -0.140 -0.175 -0.146 -0.465 0.011